Here is the molecule C2H4N2OS at a distorted geometry from the OMol25 dataset. Energies are from ωB97M-V/def2-TZVPD.

Cartesian coordinates (Å):
C: -0.173 1.246 0.003
C: -0.413 -1.433 -0.040
H: 2.554 0.196 1.010
H: 0.629 1.890 -0.366
H: -2.222 0.700 -0.041
H: 0.096 -2.320 -0.289
N: 0.471 -0.196 0.113
N: -1.441 1.434 -0.135
O: -1.689 -1.333 -0.080
S: 2.187 -0.181 -0.175

Computed properties:
**LUMO level**: 0.46 eV
**Highest occupied orbital energy**: -9.55 eV
**Structure (SMILES)**: [H]/N=C\N(S)C=O
**Energy above the lowest of the compared OMol25 structures with the same formula, charge and spin**: 318.66 kJ/mol
**HOMO-LUMO gap**: 10.0054 eV
**Total energy**: -17999.3566 eV


Here is a structure of composition C42H58BGeN9OPdSSi3 at a distorted geometry from the OMol25 dataset. Energies are from ωB97M-V/def2-TZVPD.

Cartesian coordinates (Å):
Pd: 0.055 -0.522 -0.018
C: -0.727 3.977 -3.053
C: -1.520 2.759 -3.071
N: -1.809 2.377 -1.836
N: -1.111 3.173 -0.979
C: -0.399 4.131 -1.700
B: -0.884 2.756 0.513
N: 0.580 2.320 0.525
C: 1.734 3.015 0.700
C: 2.744 2.419 -0.059
C: 2.223 1.240 -0.575
N: 0.867 1.257 -0.434
N: -1.818 1.627 0.891
C: -3.170 1.765 1.206
C: -3.842 0.613 0.774
C: -2.927 -0.231 0.171
N: -1.682 0.364 0.333
N: -1.161 3.977 1.392
C: -1.957 5.041 0.953
C: -2.660 5.586 2.004
C: -2.226 4.906 3.174
N: -1.250 3.972 2.836
H: -0.110 4.471 -3.879
H: -1.929 2.225 -3.951
H: 0.175 4.914 -1.220
H: 1.714 4.026 1.127
H: 3.850 2.657 -0.022
H: 2.671 0.488 -1.152
H: -3.548 2.612 1.726
H: -4.937 0.496 0.876
H: -2.947 -1.186 -0.325
H: -1.995 5.322 -0.120
H: -3.479 6.255 1.956
H: -2.532 4.940 4.239
C: 2.801 -2.960 -1.414
Si: 3.273 -2.717 0.410
C: 3.665 -4.490 1.085
C: 4.755 -1.474 0.474
Ge: 1.416 -1.692 1.643
Si: -0.124 -3.484 1.761
C: -0.113 -4.370 0.077
C: 0.444 -4.809 3.044
C: -1.935 -2.923 2.293
Si: 2.179 -0.809 3.657
C: 0.813 -0.604 4.985
C: 3.642 -1.781 4.493
C: 2.811 1.069 3.659
H: 3.685 -3.441 -1.956
H: 2.594 -1.988 -1.872
H: 2.025 -3.661 -1.566
H: 4.685 -4.737 0.829
H: 2.984 -5.234 0.630
H: 3.629 -4.614 2.167
H: 4.439 -0.557 1.046
H: 5.270 -1.294 -0.536
H: 5.498 -2.013 1.101
H: 0.007 -3.562 -0.591
H: -1.136 -4.744 -0.071
H: 0.642 -5.174 -0.131
H: 1.455 -5.188 2.812
H: -0.283 -5.741 3.001
H: 0.540 -4.457 4.128
H: -2.709 -3.197 1.572
H: -1.953 -1.849 2.350
H: -1.975 -3.371 3.310
H: 0.067 -1.374 4.857
H: 0.240 0.333 4.982
H: 1.285 -0.701 5.978
H: 4.573 -1.454 3.986
H: 3.559 -2.904 4.425
H: 3.720 -1.386 5.535
H: 2.323 1.716 2.948
H: 3.887 1.150 3.557
H: 2.571 1.497 4.701
O: -1.084 -1.217 -1.821
S: -0.852 -2.120 -3.047
C: -0.304 -0.960 -4.427
C: 0.433 -1.772 -5.460
C: 1.801 -1.986 -5.497
C: 2.383 -3.094 -6.192
C: 1.539 -3.932 -6.897
C: 0.177 -3.680 -7.013
C: -0.359 -2.640 -6.243
C: -2.563 -2.609 -3.575
C: -3.504 -1.558 -4.160
C: -3.480 -0.313 -3.493
C: -4.354 0.720 -3.961
C: -5.244 0.483 -4.999
C: -5.175 -0.747 -5.707
C: -4.411 -1.797 -5.249
H: 0.506 -0.396 -3.837
H: -1.133 -0.332 -4.717
H: 2.474 -1.268 -5.102
H: 3.456 -3.289 -6.218
H: 1.943 -4.779 -7.434
H: -0.540 -4.304 -7.569
H: -1.389 -2.366 -6.373
H: -2.879 -3.159 -2.591
H: -2.403 -3.415 -4.311
H: -2.746 -0.118 -2.672
H: -4.230 1.711 -3.508
H: -5.971 1.225 -5.358
H: -5.648 -0.854 -6.713
H: -4.378 -2.746 -5.794
N: -2.062 1.783 5.474
C: -1.321 2.657 5.293
C: -0.275 3.617 5.071
C: 0.401 4.236 6.113
C: 1.443 5.071 5.902
C: 1.581 5.663 4.619
C: 0.842 5.168 3.551
C: 0.068 3.883 3.640
H: 0.018 3.990 7.077
H: 2.119 5.375 6.676
H: 2.253 6.467 4.384
H: 0.976 5.621 2.522
H: 0.653 3.028 3.253

Computed properties:
**LUMO level (spin up / spin down)**: -12.41 / -13.89 eV
**Charge**: +4
**Highest occupied orbital energy (spin up / spin down)**: -16.37 / -17.41 eV
**Multiplicity**: 5
**Energy above the lowest of the compared OMol25 structures with the same formula, charge and spin**: 194.14 kJ/mol
**HOMO-LUMO gap (spin up / spin down)**: 3.9538 / 3.5166 eV
**Total energy**: -155049.5824 eV
**⟨S²⟩**: 6.093


Here is a structure of composition C11H9AsBaBrNO7S from the OMol25 dataset. Energies are from ωB97M-V/def2-TZVPD.

Cartesian coordinates (Å):
Ba: -0.194 -0.057 -1.033
O: 1.617 1.720 0.161
As: 2.980 0.664 -0.428
O: 4.237 1.647 -0.716
O: 2.209 -0.131 -1.677
C: 3.331 -0.516 1.081
C: 4.657 -0.392 1.480
C: 5.177 -1.143 2.526
C: 4.359 -2.034 3.190
C: 3.029 -2.164 2.810
C: 2.501 -1.422 1.766
S: 0.749 -1.733 1.458
O: 0.321 -2.652 2.472
O: 0.660 -2.255 0.082
O: 0.082 -0.417 1.514
H: 1.984 2.612 0.192
H: 5.281 0.319 0.950
H: 6.214 -1.024 2.812
H: 4.740 -2.630 4.009
H: 2.380 -2.850 3.335
O: -6.778 2.074 -2.566
C: -5.569 1.545 -2.328
C: -5.370 0.223 -1.935
C: -4.080 -0.208 -1.719
N: -3.000 0.570 -1.868
C: -3.225 1.821 -2.240
Br: -1.681 2.919 -2.430
C: -4.462 2.373 -2.486
H: -7.474 1.422 -2.423
H: -6.203 -0.454 -1.797
H: -3.894 -1.228 -1.407
H: -4.579 3.404 -2.785

Computed properties:
**LUMO level**: -0.38 eV
**Highest occupied orbital energy**: -9.21 eV
**Energy above the lowest of the compared OMol25 structures with the same formula, charge and spin**: 20.26 kJ/mol
**HOMO-LUMO gap**: 8.8283 eV
**Total energy**: -169788.4172 eV


Here is a cluster of 13 separate species, C4H24BO20 in total at a distorted geometry from the OMol25 dataset. Energies are from ωB97M-V/def2-TZVPD.

Cartesian coordinates (Å):
O: 15.806 -12.606 19.562
C: 15.202 -12.417 20.581
O: 14.538 -13.305 21.278
B: 14.007 -12.728 22.512
O: 14.440 -11.318 22.477
C: 15.188 -11.091 21.423
O: 15.749 -10.063 21.146
O: 14.494 -13.368 23.756
C: 13.474 -13.793 24.480
O: 13.507 -14.308 25.552
C: 12.185 -13.447 23.698
O: 12.548 -12.855 22.547
O: 11.066 -13.644 24.040
O: 14.782 -15.953 27.466
H: 14.249 -15.387 26.884
H: 15.636 -16.004 27.026
O: 15.768 -6.663 20.534
H: 16.058 -7.382 21.099
H: 16.448 -5.987 20.616
O: 14.970 -8.065 23.014
H: 15.735 -7.566 23.318
H: 15.354 -8.846 22.562
O: 8.098 -12.972 25.789
H: 9.047 -12.920 25.951
H: 7.691 -12.555 26.554
O: 12.701 -8.902 24.416
H: 13.408 -8.394 23.975
H: 12.333 -9.459 23.723
O: 16.557 -16.249 21.010
H: 16.363 -15.310 20.924
H: 15.766 -16.690 20.686
O: 15.214 -9.565 18.026
H: 16.118 -9.594 18.359
H: 15.294 -9.827 17.103
O: 17.262 -14.082 24.098
H: 16.321 -13.870 23.981
H: 17.732 -13.295 23.809
O: 18.242 -9.406 19.686
H: 17.508 -9.588 20.294
H: 19.021 -9.347 20.248
O: 10.632 -10.637 22.356
H: 10.105 -10.844 21.579
H: 11.285 -11.348 22.404
O: 18.021 -11.795 18.033
H: 18.312 -10.918 18.310
H: 17.382 -12.049 18.717
O: 14.451 -14.568 17.946
H: 14.121 -15.172 18.618
H: 14.745 -13.787 18.444

Computed properties:
**LUMO level**: 1.75 eV
**Charge**: -1
**Highest occupied orbital energy**: -8.24 eV
**Energy above the lowest of the compared OMol25 structures with the same formula, charge and spin**: 77.87 kJ/mol
**HOMO-LUMO gap**: 9.9941 eV
**Total energy**: -46173.3204 eV


Here is the molecule C5H8Cl2S at a distorted geometry from the OMol25 dataset. Energies are from ωB97M-V/def2-TZVPD.

Cartesian coordinates (Å):
C: -2.394 -1.268 0.618
C: -0.252 0.487 -0.116
C: 0.923 -0.390 0.443
C: 2.123 0.001 -0.714
C: -0.304 1.850 -0.414
H: -3.052 -0.432 1.098
H: -1.589 -1.479 1.315
H: -2.996 -2.014 0.113
H: 1.197 -0.063 1.653
H: 0.553 -1.544 0.422
H: 1.613 -0.217 -1.762
H: 2.305 1.121 -0.822
H: -1.159 2.386 -0.694
S: -1.415 -0.534 -0.967
Cl: 3.648 -0.914 -0.163
Cl: 0.801 3.010 -0.009

Computed properties:
**LUMO level**: 0.42 eV
**Highest occupied orbital energy**: -8.82 eV
**Structure (SMILES)**: CS/C(=C/Cl)CCCl
**Energy above the lowest of the compared OMol25 structures with the same formula, charge and spin**: 273.83 kJ/mol
**HOMO-LUMO gap**: 9.2364 eV
**Total energy**: -41191.7445 eV


Here is a structure of composition C8H12CaCl2N4O8 at a distorted geometry from the OMol25 dataset. Energies are from ωB97M-V/def2-TZVPD.

Cartesian coordinates (Å):
Ca: 0.031 -0.567 -0.141
Cl: -0.697 -3.858 -0.055
O: -0.678 -3.010 -1.213
O: -0.023 -5.103 -0.388
O: -0.096 -3.103 1.005
O: -2.072 -4.186 0.291
Cl: 2.971 -1.037 -1.437
O: 3.497 0.183 -1.946
O: 1.810 -1.401 -2.152
O: 3.918 -2.121 -1.584
O: 2.617 -0.819 -0.089
C: 1.197 0.006 4.997
C: 0.790 -0.043 3.576
N: 0.435 -0.144 2.463
H: 1.598 1.001 5.189
H: 2.133 -0.551 5.025
H: 0.549 -0.381 5.783
C: -1.050 2.525 -3.750
C: -0.979 1.400 -2.897
N: -0.920 0.472 -2.190
H: -2.035 2.986 -3.822
H: -0.790 2.233 -4.767
H: -0.358 3.283 -3.384
C: 2.417 3.846 -1.079
C: 1.561 2.756 -0.552
N: 0.880 1.870 -0.247
H: 2.828 4.362 -0.211
H: 1.752 4.596 -1.508
H: 3.151 3.427 -1.768
C: -4.521 -1.670 1.222
C: -3.233 -1.016 0.997
N: -2.278 -0.424 0.756
H: -5.175 -1.478 0.371
H: -4.827 -1.283 2.194
H: -4.405 -2.750 1.311

Computed properties:
**LUMO level**: -0.12 eV
**Highest occupied orbital energy**: -9.13 eV
**Energy above the lowest of the compared OMol25 structures with the same formula, charge and spin**: 0.00 kJ/mol
**HOMO-LUMO gap**: 9.0166 eV
**Total energy**: -74302.4234 eV


Here is the molecule C5H5ClOS at a distorted geometry from the OMol25 dataset. Energies are from ωB97M-V/def2-TZVPD.

Cartesian coordinates (Å):
C: -0.379 0.509 -1.775
C: 0.121 -0.466 -0.748
C: 0.143 -0.259 0.611
C: -0.334 1.087 1.054
C: 0.609 -1.115 1.678
H: -0.700 1.458 -1.389
H: 0.363 0.690 -2.559
H: -1.189 0.011 -2.340
H: -0.886 1.758 0.389
H: 0.482 -0.724 2.704
O: -0.159 1.575 2.162
S: 1.217 -2.621 1.701
Cl: 0.712 -1.903 -1.487

Computed properties:
**LUMO level**: -1.17 eV
**Highest occupied orbital energy**: -8.58 eV
**Structure (SMILES)**: C/C(Cl)=C(\C=O)C=S
**Energy above the lowest of the compared OMol25 structures with the same formula, charge and spin**: 100.25 kJ/mol
**HOMO-LUMO gap**: 7.4107 eV
**Total energy**: -30669.4962 eV


Here is a structure of composition C62H53ClI2N7O20P at a distorted geometry from the OMol25 dataset. Energies are from ωB97M-V/def2-TZVPD.

Cartesian coordinates (Å):
C: 3.062 1.545 -2.834
C: 4.328 0.727 -2.686
O: 4.380 -0.400 -3.560
C: 3.521 -1.432 -3.180
C: 2.175 -1.514 -3.906
C: 1.871 -0.787 -5.063
O: 2.774 0.083 -5.633
C: 0.627 -0.876 -5.671
C: -0.335 -1.716 -5.159
C: -0.066 -2.480 -4.023
C: 1.186 -2.370 -3.389
P: 1.622 -3.282 -1.828
O: 1.575 -4.827 -2.353
Cl: -0.061 -2.956 -0.656
C: -1.203 -3.330 -3.536
O: -1.098 -4.433 -3.044
C: -2.536 -2.692 -3.687
C: -3.519 -2.825 -2.733
C: -4.733 -2.180 -2.896
O: -5.650 -2.300 -1.874
C: -5.001 -1.396 -4.017
C: -6.258 -0.604 -4.285
I: -5.816 1.414 -3.659
C: -7.593 -1.184 -3.776
C: -8.722 -0.869 -4.775
I: -8.206 -0.293 -1.875
C: -3.996 -1.290 -4.978
C: -2.786 -1.918 -4.812
C: -1.683 -1.783 -5.796
O: -1.857 -1.709 -6.993
H: 2.194 1.007 -2.451
H: 3.155 2.466 -2.261
H: 2.891 1.810 -3.873
H: 4.486 0.412 -1.654
H: 5.179 1.345 -2.957
H: 3.300 -1.344 -2.114
H: 4.032 -2.390 -3.300
H: 3.348 -0.395 -6.239
H: 0.424 -0.279 -6.548
H: 1.010 -5.355 -1.773
H: -3.357 -3.413 -1.841
H: -6.099 -3.149 -1.948
H: -6.353 -0.562 -5.365
H: -7.510 -2.244 -3.581
H: -9.226 -1.779 -5.091
H: -9.488 -0.239 -4.336
H: -8.344 -0.320 -5.635
H: -4.158 -0.699 -5.869
C: 0.556 -5.837 -5.397
C: 0.282 -6.815 -6.345
C: 1.005 -6.851 -7.527
C: 1.986 -5.899 -7.733
C: 2.266 -4.912 -6.807
C: 1.542 -4.887 -5.626
N: 2.767 -5.942 -8.982
O: 2.491 -6.805 -9.790
O: 3.642 -5.114 -9.129
H: 0.009 -5.801 -4.468
H: -0.493 -7.548 -6.165
H: 0.808 -7.603 -8.276
H: 3.036 -4.181 -7.004
H: 1.725 -4.138 -4.873
C: 5.785 5.625 3.029
C: 4.837 4.651 3.318
C: 4.523 3.689 2.375
C: 5.172 3.719 1.155
C: 6.111 4.683 0.841
C: 6.416 5.643 1.792
N: 4.860 2.679 0.164
O: 4.026 1.847 0.462
O: 5.461 2.702 -0.893
H: 6.031 6.371 3.772
H: 4.344 4.645 4.279
H: 3.789 2.925 2.587
H: 6.598 4.683 -0.122
H: 7.151 6.404 1.568
C: -4.562 4.947 2.811
C: -4.384 3.633 2.399
C: -4.550 3.290 1.067
C: -4.893 4.283 0.168
C: -5.083 5.597 0.553
C: -4.915 5.925 1.888
N: -5.046 3.932 -1.248
O: -4.890 2.760 -1.561
O: -5.321 4.809 -2.038
H: -4.422 5.201 3.854
H: -4.111 2.874 3.119
H: -4.414 2.272 0.735
H: -5.354 6.348 -0.174
H: -5.056 6.948 2.207
C: 2.708 0.887 7.783
C: 2.516 1.737 8.864
C: 2.512 3.111 8.682
C: 2.708 3.608 7.408
C: 2.904 2.776 6.318
C: 2.900 1.403 6.508
N: 2.692 5.068 7.200
O: 2.502 5.777 8.163
O: 2.876 5.479 6.069
H: 2.703 -0.185 7.931
H: 2.363 1.330 9.854
H: 2.363 3.781 9.515
H: 3.048 3.189 5.333
H: 3.040 0.737 5.661
C: 8.205 0.284 2.065
C: 8.569 -0.072 3.357
C: 7.596 -0.372 4.296
C: 6.268 -0.308 3.916
C: 5.881 0.050 2.637
C: 6.865 0.347 1.707
N: 5.232 -0.648 4.905
O: 5.586 -0.949 6.024
O: 4.070 -0.604 4.543
H: 8.969 0.510 1.334
H: 9.613 -0.120 3.634
H: 7.865 -0.651 5.304
H: 4.836 0.091 2.367
H: 6.586 0.622 0.699
C: -5.510 9.175 8.201
C: -5.120 8.278 9.186
C: -4.733 6.993 8.843
C: -4.742 6.634 7.509
C: -5.132 7.508 6.512
C: -5.519 8.790 6.867
N: -4.312 5.275 7.139
O: -3.995 4.519 8.030
O: -4.297 4.989 5.955
H: -5.807 10.179 8.474
H: -5.115 8.580 10.225
H: -4.428 6.286 9.599
H: -5.133 7.198 5.479
H: -5.826 9.489 6.101
C: -2.527 -8.651 -3.229
C: -2.621 -9.715 -2.339
C: -2.104 -9.598 -1.058
C: -1.505 -8.408 -0.693
C: -1.399 -7.341 -1.564
C: -1.912 -7.468 -2.842
N: -0.967 -8.264 0.672
O: -1.055 -9.218 1.415
O: -0.468 -7.198 0.969
H: -2.936 -8.746 -4.227
H: -3.098 -10.636 -2.642
H: -2.169 -10.416 -0.358
H: -0.930 -6.420 -1.253
H: -1.835 -6.637 -3.526

Computed properties:
**LUMO level**: -0.90 eV
**Highest occupied orbital energy**: -8.29 eV
**HOMO-LUMO gap**: 7.3980 eV
**Total energy**: -154528.0875 eV


Here is the ion C22H30NO4 with charge -1 at a distorted geometry from the OMol25 dataset. Energies are from ωB97M-V/def2-TZVPD.

Cartesian coordinates (Å):
C: 4.423 -1.601 0.049
C: 3.716 -0.298 0.230
O: 2.701 -0.597 1.289
C: 1.752 0.278 1.418
C: 0.493 -0.107 1.884
C: -0.878 0.379 1.777
O: -1.767 -0.366 2.237
C: -1.487 1.652 1.204
C: -2.297 1.358 -0.074
C: -3.562 0.495 0.128
C: -3.545 -0.892 -0.550
C: -3.718 -2.108 0.398
C: -2.850 -3.326 0.024
C: -1.341 -3.106 0.197
C: -0.860 -3.171 1.645
C: 0.572 -2.658 1.853
C: 0.660 -1.390 2.700
O: 1.910 1.395 0.704
H: 5.129 -1.496 -0.777
H: 4.959 -1.883 0.959
H: 3.709 -2.391 -0.207
H: 4.353 0.516 0.604
H: 3.193 -0.011 -0.687
H: -2.190 2.025 1.963
H: -0.731 2.425 1.034
H: -2.614 2.323 -0.488
H: -1.621 0.923 -0.820
H: -3.756 0.391 1.202
H: -4.407 1.049 -0.308
H: -4.396 -0.925 -1.253
H: -2.635 -1.014 -1.156
H: -3.515 -1.807 1.439
H: -4.777 -2.419 0.357
H: -3.166 -4.167 0.657
H: -3.044 -3.596 -1.024
H: -0.808 -3.876 -0.380
H: -1.038 -2.146 -0.244
H: -1.554 -2.613 2.287
H: -0.886 -4.225 1.966
H: 1.146 -3.462 2.345
H: 1.058 -2.475 0.884
H: 1.652 -1.353 3.169
H: -0.119 -1.397 3.475
C: 2.451 4.286 -3.647
C: 2.887 4.468 -2.327
C: 2.153 3.932 -1.278
C: 1.036 3.102 -1.562
N: 0.381 2.406 -0.616
C: 0.856 1.200 -0.275
O: 0.697 0.099 -0.794
C: 0.583 2.957 -2.895
C: 1.315 3.511 -3.930
H: 2.975 4.774 -4.465
H: 3.784 5.047 -2.110
H: 2.397 4.124 -0.230
H: -0.348 2.404 -3.031
H: 0.971 3.357 -4.949

Computed properties:
**LUMO level**: 3.04 eV
**Charge**: -1
**Highest occupied orbital energy**: -4.02 eV
**Structure (SMILES)**: CCO/C(O/C([O-])=N\c1ccccc1)=C1\CCCCCCCCCCC1=O
**HOMO-LUMO gap**: 7.0649 eV
**Total energy**: -32979.4552 eV